# 1
{"formula": "C5H13N", "method": "ωB97M-V/def2-TZVPD", "e_tot_ev": -6880.424, "orbital_gap_ev": 7.92, "de_lowest_kcal_mol": 133.1, "e_homo_ha": -0.278, "multiplicity": 1, "lumo_ev": 0.34, "symbols": ["C", "C", "C", "C", "C", "H", "H", "H", "H", "H", "H", "H", "H", "H", "H", "N", "H", "H", "H"], "positions_angstrom": [[0.539, -0.246, -2.490], [0.248, 0.687, -1.398], [-0.463, 0.561, -0.187], [0.145, 0.937, 1.185], [-0.967, 0.808, 2.193], [1.046, 0.296, -3.512], [1.503, -1.130, -2.744], [-0.364, -0.888, -2.409], [0.549, 1.784, -1.556], [-1.503, 0.161, -0.143], [0.284, 1.994, 0.926], [1.053, 0.380, 1.310], [-0.837, 1.128, 3.237], [-1.763, 1.427, 1.816], [-1.373, -0.239, 2.353], [0.387, -1.829, 0.657], [0.493, -1.066, -0.094], [1.301, -2.174, 0.375], [-0.279, -2.591, 0.480]]}

=====

# 2
{"formula": "C10H25Cl10FN2O5P2S", "method": "ωB97M-V/def2-TZVPD", "e_tot_ev": -181351.337, "orbital_gap_ev": 9.42, "e_homo_ha": -0.344, "multiplicity": 1, "lumo_ev": 0.05, "symbols": ["N", "P", "O", "N", "P", "O", "O", "S", "O", "O", "F", "H", "H", "H", "H", "H", "Cl", "C", "C", "Cl", "H", "H", "H", "H", "Cl", "C", "C", "Cl", "H", "H", "H", "H", "Cl", "C", "C", "Cl", "H", "H", "H", "H", "Cl", "C", "C", "Cl", "H", "H", "H", "H", "Cl", "C", "C", "Cl", "H", "H", "H", "H"], "positions_angstrom": [[-0.511, 1.346, 1.850], [-0.130, -0.052, 0.955], [-1.376, -0.082, -0.109], [-0.776, -1.398, 1.972], [-2.523, -1.759, 2.192], [-2.653, -2.226, 3.733], [-2.959, -0.170, 2.325], [0.382, -2.294, 2.676], [1.075, -3.102, 1.742], [-0.052, -2.816, 3.922], [1.391, -1.131, 3.049], [-1.458, 1.667, 1.683], [-0.409, 1.208, 2.849], [-1.366, 0.695, -0.687], [-2.302, -1.595, 4.378], [-3.887, -0.143, 2.595], [-5.856, -5.152, 4.681], [-4.484, -6.280, 4.861], [-3.232, -5.764, 4.199], [-3.375, -5.725, 2.423], [-4.789, -7.235, 4.442], [-4.307, -6.397, 5.928], [-2.397, -6.421, 4.438], [-2.995, -4.754, 4.526], [2.496, 1.770, -0.502], [3.700, 1.158, 0.661], [4.812, 2.144, 0.904], [5.849, 2.360, -0.529], [4.078, 0.216, 0.274], [3.169, 0.970, 1.594], [5.453, 1.780, 1.705], [4.424, 3.122, 1.177], [-3.145, 2.571, -2.112], [-4.495, 1.417, -1.890], [-4.164, 0.038, -2.401], [-3.996, 0.001, -4.174], [-5.357, 1.834, -2.403], [-4.701, 1.372, -0.822], [-4.972, -0.643, -2.141], [-3.239, -0.338, -1.971], [8.989, 6.021, 0.797], [9.993, 4.661, 1.362], [9.272, 3.341, 1.258], [7.908, 3.230, 2.400], [10.286, 4.872, 2.387], [10.881, 4.636, 0.734], [9.958, 2.531, 1.501], [8.870, 3.183, 0.261], [-3.941, -0.741, -7.417], [-2.998, 0.663, -7.979], [-3.679, 1.393, -9.108], [-3.723, 0.428, -10.607], [-2.017, 0.303, -8.275], [-2.890, 1.333, -7.127], [-3.130, 2.306, -9.332], [-4.704, 1.647, -8.850]]}

=====

# 3
{"formula": "C21H63O28P7", "method": "ωB97M-V/def2-TZVPD", "e_tot_ev": -145166.908, "orbital_gap_ev": 10.68, "de_lowest_kcal_mol": 8.7, "e_homo_ha": -0.383, "multiplicity": 1, "lumo_ev": 0.25, "symbols": ["C", "O", "P", "O", "O", "C", "O", "C", "H", "H", "H", "H", "H", "H", "H", "H", "H", "C", "O", "P", "O", "O", "C", "O", "C", "H", "H", "H", "H", "H", "H", "H", "H", "H", "C", "O", "P", "O", "O", "C", "O", "C", "H", "H", "H", "H", "H", "H", "H", "H", "H", "C", "O", "P", "O", "O", "C", "O", "C", "H", "H", "H", "H", "H", "H", "H", "H", "H", "C", "O", "P", "O", "O", "C", "O", "C", "H", "H", "H", "H", "H", "H", "H", "H", "H", "C", "O", "P", "O", "O", "C", "O", "C", "H", "H", "H", "H", "H", "H", "H", "H", "H", "C", "O", "P", "O", "O", "C", "O", "C", "H", "H", "H", "H", "H", "H", "H", "H", "H"], "positions_angstrom": [[12.255, 20.911, -15.760], [12.686, 22.185, -16.263], [12.170, 22.560, -17.708], [10.792, 22.202, -18.009], [12.413, 24.109, -17.745], [13.700, 24.704, -17.819], [13.283, 21.907, -18.626], [13.062, 21.818, -20.031], [11.557, 21.031, -14.937], [13.161, 20.384, -15.453], [11.797, 20.290, -16.530], [13.972, 25.134, -16.851], [13.679, 25.517, -18.540], [14.458, 23.955, -18.049], [13.632, 20.982, -20.429], [13.447, 22.701, -20.553], [12.002, 21.721, -20.263], [15.485, 25.448, -24.881], [15.290, 25.878, -26.242], [14.017, 25.439, -27.066], [13.135, 24.502, -26.368], [14.622, 24.945, -28.433], [15.556, 23.845, -28.466], [13.389, 26.808, -27.498], [11.982, 27.018, -27.549], [16.553, 25.273, -24.797], [14.943, 24.520, -24.694], [15.074, 26.188, -24.197], [15.015, 22.971, -28.822], [16.031, 23.670, -27.506], [16.287, 24.114, -29.223], [11.823, 28.079, -27.340], [11.453, 26.419, -26.816], [11.622, 26.875, -28.568], [18.637, 14.892, -17.881], [19.232, 15.090, -19.174], [18.376, 15.633, -20.374], [19.008, 15.542, -21.685], [17.945, 17.110, -19.967], [18.820, 18.197, -20.308], [17.018, 14.843, -20.199], [15.896, 15.195, -21.027], [18.957, 13.930, -17.500], [17.555, 14.990, -17.948], [18.952, 15.708, -17.227], [18.959, 18.250, -21.384], [19.777, 18.088, -19.795], [18.364, 19.092, -19.890], [15.901, 14.569, -21.917], [15.943, 16.239, -21.331], [15.003, 14.999, -20.441], [22.203, 22.784, -22.478], [22.795, 23.677, -23.438], [22.392, 25.190, -23.351], [21.019, 25.502, -23.727], [22.819, 25.534, -21.854], [22.471, 26.828, -21.340], [23.449, 25.937, -24.258], [24.851, 25.720, -24.044], [22.019, 21.844, -22.997], [21.224, 23.184, -22.225], [22.852, 22.594, -21.629], [23.378, 27.439, -21.318], [22.138, 26.735, -20.309], [21.714, 27.340, -21.930], [25.149, 26.215, -23.120], [25.366, 26.149, -24.897], [25.065, 24.654, -23.978], [17.945, 25.763, -21.659], [17.235, 24.523, -21.502], [18.088, 23.244, -21.145], [19.222, 23.507, -20.266], [16.990, 22.225, -20.628], [16.871, 21.956, -19.239], [18.548, 22.571, -22.497], [17.580, 22.221, -23.513], [18.662, 25.697, -22.479], [18.515, 25.985, -20.756], [17.229, 26.571, -21.776], [15.966, 22.340, -18.773], [17.780, 22.162, -18.673], [16.802, 20.868, -19.102], [16.728, 21.762, -23.017], [18.062, 21.441, -24.102], [17.404, 23.076, -24.157], [15.637, 17.671, -16.595], [16.523, 18.110, -15.571], [17.157, 19.539, -15.686], [18.190, 19.692, -16.705], [15.898, 20.464, -15.871], [16.045, 21.880, -15.699], [17.621, 19.843, -14.213], [18.555, 18.985, -13.579], [16.081, 16.969, -17.310], [15.400, 18.509, -17.256], [14.746, 17.209, -16.183], [17.084, 22.200, -15.810], [15.581, 22.249, -14.793], [15.563, 22.298, -16.586], [18.233, 18.734, -12.569], [19.538, 19.453, -13.505], [18.696, 18.041, -14.109], [19.801, 27.608, -18.001], [19.329, 28.972, -18.073], [18.802, 29.572, -19.436], [19.444, 29.050, -20.637], [17.231, 29.356, -19.355], [16.474, 29.143, -20.555], [19.006, 31.104, -19.200], [18.295, 31.850, -18.219], [20.885, 27.638, -18.073], [19.385, 26.987, -18.786], [19.520, 27.247, -17.016], [16.115, 30.093, -20.944], [15.627, 28.514, -20.287], [17.067, 28.621, -21.304], [17.252, 31.543, -18.172], [18.317, 32.896, -18.527], [18.781, 31.802, -17.245]]}

=====

# 4
{"formula": "C3H4N6", "method": "ωB97M-V/def2-TZVPD", "e_tot_ev": -12114.103, "orbital_gap_ev": 8.62, "de_lowest_kcal_mol": 15.7, "e_homo_ha": -0.346, "multiplicity": 1, "lumo_ev": -0.80, "symbols": ["H", "N", "C", "N", "N", "C", "N", "C", "N", "N", "H", "H", "H"], "positions_angstrom": [[2.937, -0.958, 0.510], [2.015, -1.406, 0.665], [1.204, -0.810, -0.122], [1.706, 0.275, -0.901], [1.220, 1.375, -0.643], [0.260, 1.539, 0.339], [-0.763, 0.885, 0.627], [-0.994, -0.308, -0.066], [-2.318, -0.517, -0.327], [-0.097, -1.177, -0.357], [0.473, 2.404, 0.928], [-3.008, 0.141, 0.017], [-2.635, -1.443, -0.671]]}

=====

# 5
{"formula": "C34H62N7O10PS", "method": "ωB97M-V/def2-TZVPD", "e_tot_ev": -87293.014, "orbital_gap_ev": 9.86, "e_homo_ha": -0.357, "multiplicity": 1, "lumo_ev": 0.14, "symbols": ["O", "P", "O", "O", "C", "C", "O", "C", "O", "C", "C", "O", "C", "O", "S", "O", "O", "O", "H", "H", "H", "H", "H", "H", "H", "H", "H", "H", "H", "H", "H", "C", "C", "C", "C", "N", "H", "H", "H", "H", "H", "H", "H", "C", "C", "C", "C", "N", "H", "H", "H", "H", "H", "H", "H", "C", "C", "C", "C", "N", "H", "H", "H", "H", "H", "H", "H", "C", "C", "C", "C", "N", "H", "H", "H", "H", "H", "H", "H", "C", "C", "C", "C", "N", "H", "H", "H", "H", "H", "H", "H", "C", "C", "C", "C", "N", "H", "H", "H", "H", "H", "H", "H", "C", "C", "C", "C", "N", "H", "H", "H", "H", "H", "H", "H"], "positions_angstrom": [[6.029, 0.202, -4.463], [6.465, 1.480, -3.904], [8.054, 1.599, -3.767], [6.043, 1.887, -2.446], [5.992, 2.950, -4.932], [4.500, 3.009, -5.311], [3.843, 1.871, -4.841], [2.577, 1.618, -5.402], [1.579, 2.426, -4.883], [1.273, 3.617, -5.588], [1.349, 4.837, -4.676], [0.792, 4.546, -3.403], [6.951, 3.218, -6.089], [6.574, 4.551, -6.480], [6.452, 5.408, -5.132], [7.689, 6.032, -4.834], [5.247, 6.152, -5.220], [6.284, 4.166, -4.145], [8.460, 1.084, -4.472], [5.089, 1.789, -2.268], [4.099, 3.898, -4.823], [4.377, 3.139, -6.393], [2.628, 1.712, -6.496], [2.350, 0.595, -5.132], [0.271, 3.528, -6.009], [1.965, 3.749, -6.427], [2.377, 5.196, -4.588], [0.743, 5.629, -5.124], [1.466, 4.643, -2.731], [6.918, 2.527, -6.925], [7.966, 3.277, -5.696], [3.170, 0.472, 2.432], [4.096, -0.312, 1.513], [5.000, 0.591, 0.665], [4.230, 1.499, -0.186], [3.635, 2.222, -0.854], [2.482, 1.088, 1.852], [2.574, -0.204, 3.039], [3.740, 1.125, 3.099], [3.500, -0.948, 0.855], [4.739, -0.973, 2.095], [5.651, 0.003, 0.017], [5.639, 1.205, 1.302], [-3.309, 0.078, -3.754], [-2.333, 1.164, -3.323], [-2.334, 2.375, -4.261], [-1.969, 2.030, -5.637], [-1.695, 1.761, -6.720], [-3.040, -0.320, -4.734], [-3.291, -0.748, -3.043], [-4.333, 0.457, -3.811], [-1.331, 0.748, -3.274], [-2.586, 1.511, -2.320], [-1.625, 3.127, -3.908], [-3.324, 2.836, -4.294], [1.124, -1.973, -0.818], [1.655, -2.864, -1.934], [2.165, -2.063, -3.137], [1.114, -1.245, -3.741], [0.308, -0.580, -4.218], [0.265, -1.386, -1.144], [0.803, -2.571, 0.035], [1.893, -1.280, -0.469], [0.874, -3.551, -2.267], [2.481, -3.476, -1.566], [2.563, -2.722, -3.911], [2.973, -1.392, -2.833], [-2.791, 1.968, 3.673], [-1.572, 2.105, 4.576], [-0.251, 1.986, 3.808], [-0.117, 0.689, 3.145], [-0.025, -0.333, 2.627], [-2.819, 0.986, 3.197], [-3.710, 2.089, 4.245], [-2.783, 2.724, 2.886], [-1.599, 1.343, 5.358], [-1.585, 3.074, 5.076], [0.602, 2.111, 4.478], [-0.184, 2.763, 3.043], [-5.903, -1.443, 0.246], [-5.339, -0.541, 1.336], [-4.383, 0.527, 0.793], [-3.219, -0.071, 0.137], [-2.317, -0.560, -0.377], [-5.109, -1.995, -0.260], [-6.598, -2.163, 0.675], [-6.440, -0.860, -0.505], [-4.810, -1.143, 2.076], [-6.155, -0.040, 1.858], [-4.018, 1.169, 1.597], [-4.894, 1.164, 0.068], [-5.785, -5.577, 4.991], [-4.820, -4.717, 4.185], [-5.128, -3.215, 4.268], [-6.471, -2.919, 3.766], [-7.527, -2.720, 3.361], [-6.803, -5.477, 4.614], [-5.507, -6.629, 4.920], [-5.783, -5.290, 6.042], [-4.844, -5.025, 3.138], [-3.796, -4.866, 4.536], [-4.408, -2.653, 3.671], [-5.054, -2.862, 5.298], [-2.954, -6.289, 9.313], [-2.014, -5.449, 8.459], [-2.356, -3.954, 8.494], [-3.704, -3.691, 7.988], [-4.759, -3.485, 7.584], [-3.982, -6.222, 8.952], [-2.662, -7.338, 9.289], [-2.940, -5.960, 10.354], [-2.040, -5.795, 7.424], [-0.986, -5.566, 8.807], [-1.653, -3.380, 7.888], [-2.300, -3.572, 9.515]]}

=====

# 6
{"formula": "C3H9NO2", "method": "ωB97M-V/def2-TZVPD", "e_tot_ev": -8840.237, "orbital_gap_ev": 10.53, "de_lowest_kcal_mol": 62.7, "e_homo_ha": -0.360, "multiplicity": 1, "lumo_ev": 0.74, "symbols": ["C", "N", "C", "C", "O", "H", "H", "H", "H", "H", "H", "H", "O", "H", "H"], "positions_angstrom": [[-0.264, 0.852, 2.405], [-0.899, 0.971, 1.080], [-0.344, 0.142, 0.082], [-1.085, -0.038, -1.267], [0.862, -0.077, 0.126], [0.617, 0.138, 2.708], [-0.030, 1.912, 2.891], [-1.192, 0.246, 2.913], [-1.938, 0.973, 1.029], [-2.194, 0.094, -1.263], [-1.002, -1.164, -1.544], [-0.541, 0.318, -2.118], [1.501, -1.406, -2.102], [2.422, -1.726, -2.603], [1.407, -1.474, -1.084]]}